{
  "formula": "C2H3FNO3PS",
  "method": "ωB97M-V with the def2-TZVPD basis set",
  "total_energy_ha": -1198.02292,
  "total_charge": -2,
  "lumo_ev": 5.4,
  "e_above_lowest_ev": 0.092,
  "homo_lumo_gap_ha": 0.249,
  "homo_energy_ev": -1.34,
  "elements": ["C", "C", "N", "O", "O", "O", "F", "P", "S", "H", "H", "H"],
  "coordinates": [[3.6349, 0.4774, -0.2000], [-0.3262, 0.7129, 0.1983], [3.0892, 1.4669, -0.4140], [-2.6211, 0.0981, 1.5867], [-2.6730, 0.4537, -1.0540], [-1.5784, -1.6133, -0.0904], [-0.3951, 1.9412, 0.7945], [-2.0504, -0.0351, 0.2057], [4.5835, -0.6752, 0.3666], [0.6615, 0.3064, 0.6489], [-1.0659, -2.0345, 0.5283], [-0.2140, 0.8569, -0.8937]]
}